Below is a 2-piece molecular cluster, C5H11FNO6P overall, with properties calculated with wB97M-V/def2-TZVPD.

Structure (XYZ):
```
25
Properties=species:S:1:pos:R:3:forces:R:3:nbo_charge:R:1
O 4.00923 -4.08255 2.87056 -0.025 0.002 -0.079 -1.0255
P 3.33227 -3.87600 1.59049 0.061 0.084 0.611 1.6386
N 2.20002 -2.52527 1.53799 0.052 -0.267 -0.706 -0.3455
F 2.76825 -1.56520 0.68948 -0.059 0.026 0.198 -0.2201
C 0.90373 -2.82629 1.05131 -0.118 0.176 0.431 0.8426
O 0.39265 -2.37401 0.07911 0.028 -0.061 -0.181 -0.5505
O 0.33847 -3.67335 1.94287 0.610 -0.262 -0.102 -0.6839
H 4.13828 -3.52475 0.50353 -0.085 0.041 -0.091 -0.0681
H 2.52855 -4.94263 1.16015 -0.034 0.062 -0.080 -0.0934
H -0.18709 -4.32112 1.45772 -0.423 0.183 -0.019 0.5071
C 0.21815 0.91131 0.28222 -0.121 0.131 0.098 -0.6405
C -0.29500 0.79041 -1.13371 0.196 -0.152 -0.055 -0.0723
O -1.65102 1.26087 -1.25948 -0.038 0.022 0.038 -0.4942
C -1.79711 2.58188 -1.28820 -0.004 -0.027 -0.069 0.9811
O -0.91412 3.40041 -1.26180 0.004 0.012 0.027 -0.6512
O -3.10151 2.85495 -1.36874 -0.001 -0.006 0.025 -0.4968
C -3.41215 4.25076 -1.37240 -0.058 0.036 -0.021 -0.2553
H -0.44683 0.38759 0.97053 0.034 -0.052 -0.015 0.2095
H 1.21034 0.46784 0.35098 0.005 -0.021 -0.005 0.2226
H 0.28101 1.95409 0.59069 0.025 0.009 -0.045 0.2233
H -0.33917 -0.25387 -1.43378 -0.071 0.008 0.000 0.2016
H 0.33843 1.32871 -1.83851 -0.039 0.077 0.034 0.1918
H -2.86841 4.76543 -2.16167 0.024 -0.002 0.013 0.1958
H -3.16541 4.69667 -0.41010 0.037 0.010 -0.015 0.1890
H -4.48154 4.31415 -1.54923 0.001 -0.030 0.010 0.1943
```
Positions in Å, forces in eV/Å.

The LUMO energy comes out at 0.211 eV. For the gap between HOMO and LUMO, the calculation gives 10.91 eV. Its energy above the lowest of the compared OMol25 structures with the same formula, charge and spin is 0.0 kJ/mol. The total charge is 0. Its structure (SMILES) is O=[PH2]N(F)C(=O)O.CCOC(=O)OC. The calculation puts the energy at -1144.49822 Eh.